28
Properties=species:S:1:pos:R:3:forces:R:3 method="wB97M-V/def2-TZVPD" e_above_lowest_kj_mol=534.9
O -1.21897 -1.12376 1.41418 0.13 0.09 -0.09
N 0.77449 -1.43245 -2.05906 -0.12 0.02 -0.20
N 2.15296 -1.70032 -0.03354 0.16 0.07 0.23
C 0.99334 0.72593 1.54966 -0.03 -0.03 -0.07
C -0.94911 -0.34483 0.33923 1.33 -0.82 -0.56
C 0.84916 -1.57985 -0.62976 -0.20 -0.73 -0.31
C 0.41025 1.46135 -0.82057 -0.10 -0.08 0.06
C -1.99327 -0.48068 -0.72185 0.20 -0.10 -0.07
C -1.65562 1.88512 1.21185 0.66 0.37 0.00
C 0.04297 0.63831 0.38255 -1.75 1.15 0.95
H 1.41873 1.72916 1.60754 -0.09 0.00 -0.02
H 0.24521 -2.43007 -0.31847 -0.04 -0.01 -0.01
H -0.46518 -1.11937 2.02069 -0.09 0.06 -0.10
H 1.10925 -2.25682 -2.56203 -0.05 0.12 0.11
H -1.64357 -1.18744 -1.47903 -0.05 0.00 0.05
H -2.23264 2.27295 0.37675 0.04 -0.05 -0.04
H 0.30793 2.52433 -0.58967 0.05 -0.07 0.02
H 2.80077 -1.01880 -0.41293 -0.02 -0.02 0.02
H 1.81804 0.01739 1.43588 -0.11 -0.02 0.00
H 1.45850 1.28821 -1.07921 0.04 -0.04 -0.02
H -1.02143 2.64237 1.66672 -0.06 0.08 0.00
H 0.49454 0.53917 2.50408 0.03 0.02 -0.04
H 1.30754 -0.63827 -2.39160 -0.01 -0.01 0.02
H -2.26244 1.36475 1.94842 0.09 -0.16 -0.08
H 2.57364 -2.62210 -0.16224 -0.13 0.12 -0.02
H -0.19912 1.23833 -1.69295 0.00 -0.04 0.02
H -2.19955 0.46032 -1.22571 0.06 0.06 0.09
H -2.91641 -0.85293 -0.27891 0.06 0.01 0.05

***

29
Properties=species:S:1:pos:R:3:forces:R:3 method="wB97M-V/def2-TZVPD" total_charge=-1
Sn 0.90014 1.32631 -0.44453 1.40 0.26 1.13
N 2.04169 -0.17952 -2.15168 0.26 -0.50 -0.36
N 2.75207 0.52219 0.91458 0.05 -0.21 0.28
N -0.28809 -0.17623 0.70420 0.03 0.17 -0.30
C -0.34618 -1.55208 0.84332 -1.48 1.04 0.68
C -1.74270 1.80877 1.28477 -0.58 0.88 0.38
C -1.38187 1.53753 -2.20434 -0.27 1.16 -0.41
C 0.70106 -2.48198 0.39156 0.38 -0.63 -0.07
C -1.53090 -1.87503 1.51861 0.77 0.11 -0.47
C -1.42479 0.37132 1.25838 -0.12 -1.96 0.19
C -2.21282 -0.66592 1.77112 0.34 0.75 -0.16
H 2.92105 1.22333 1.64170 -0.07 -0.20 -0.20
H -1.83131 -2.87928 1.79097 -0.03 0.08 -0.01
H -1.26474 0.50880 -1.85538 0.17 0.26 0.06
H -2.64766 2.01571 0.69409 0.20 0.10 0.07
H -3.16041 -0.52071 2.27586 0.06 -0.11 -0.03
H 1.15334 -2.98034 1.26321 0.15 0.07 -0.29
H -0.93709 2.47652 0.94032 -0.27 -0.34 0.13
H 2.35296 -1.10590 -1.84714 0.23 -0.17 -0.15
H -1.34056 1.55739 -3.29977 -0.10 -0.10 0.19
H 0.25016 -3.27298 -0.22537 0.26 0.12 0.01
H -0.58278 2.25428 -1.84696 -1.31 -0.89 -0.61
H 2.51122 -0.36495 1.37100 0.14 0.24 -0.14
H -1.96290 2.09061 2.32489 -0.03 0.15 -0.20
H 2.87175 0.33528 -2.47110 0.03 0.00 0.09
H 1.48956 -1.99300 -0.19277 -0.20 -0.15 0.22
H 1.43983 -0.30710 -2.97331 0.00 0.01 0.07
H -2.34873 1.92558 -1.86129 0.05 -0.10 -0.13
H 3.61871 0.40141 0.38505 -0.07 -0.04 0.02

***

29
Properties=species:S:1:pos:R:3:forces:R:3 method="wB97M-V/def2-TZVPD" total_charge=+2 e_above_lowest_kj_mol=383.9
N 1.03837 -0.88952 -0.69112 2.91 -1.27 1.47
N -1.79710 -0.43859 1.06052 -2.25 1.84 -3.85
N -1.60744 0.50436 -1.15271 -2.09 0.27 0.05
N 1.11869 1.46623 -0.02617 1.27 1.69 0.15
C 0.64103 -2.25748 0.01785 0.62 0.95 -0.20
C -1.25455 0.21817 0.04033 4.44 -1.43 0.33
C -2.14641 0.95924 -2.23534 1.22 -1.80 1.68
C 0.72779 0.22573 0.19085 -3.84 0.43 1.34
C 1.15162 2.46611 1.08357 1.44 -0.63 -0.35
C 2.61626 -0.78962 -0.84360 -0.87 0.29 0.35
C -3.24515 -0.57985 0.98641 -0.16 -2.95 -0.04
H 1.08006 3.47415 0.65294 -0.67 -0.41 0.21
H 1.36705 1.88060 -0.89114 -0.05 -0.26 -1.07
H -2.29192 0.27163 -3.05720 0.21 -0.16 -0.18
H 0.56609 -2.95236 -0.77376 -0.25 -0.78 -0.90
H -0.32946 -2.09438 0.47183 0.17 -0.16 0.01
H 0.87299 -0.04354 1.25517 -0.25 -0.22 -0.59
H 3.05172 -1.51365 -1.49049 -0.20 -1.02 -0.33
H 2.20244 2.46411 1.49443 -1.30 -0.25 0.26
H 0.34796 2.16866 1.77321 0.51 0.73 0.10
H -1.35377 -0.72367 1.89136 1.00 0.15 0.79
H -3.64766 -1.18223 0.10896 0.90 1.34 0.48
H 0.54578 -0.82550 -1.58082 0.18 0.03 -0.11
H 3.06140 -0.79851 0.15471 -0.36 -0.36 -0.08
H -3.71764 0.33696 1.17992 -0.89 1.05 0.05
H 1.40087 -2.68471 0.71771 -0.38 1.16 -0.48
H -3.41442 -1.29679 1.75703 -0.91 -0.14 1.01
H 2.85297 0.16678 -1.25340 -0.13 0.64 -0.38
H -2.45385 1.95616 -2.38766 -0.27 1.27 0.29

***

31
Properties=species:S:1:pos:R:3:forces:R:3 method="wB97M-V/def2-TZVPD" e_above_lowest_kj_mol=455.3
O -2.52331 -1.36882 -0.69223 -0.89 -0.36 0.67
O -2.78775 -1.36137 1.75934 0.71 0.79 -1.24
N -0.61835 0.00639 -0.54100 0.41 -0.87 0.64
N -1.87371 -0.60961 1.38141 0.59 -0.13 -0.38
N -1.70504 -0.51478 0.05686 -2.14 -1.50 1.70
N 4.35947 -0.03104 1.34423 1.99 1.67 -0.20
C 1.66953 -0.65586 -1.24315 -1.24 -0.32 -0.69
C 2.34201 -0.47070 0.07618 -0.66 0.65 2.62
C -0.94204 2.43587 0.88377 -0.19 -0.27 0.34
C -1.69010 2.15563 -0.45314 -0.18 0.32 1.12
C -0.86758 1.21418 -1.30267 0.73 0.32 0.34
C 3.81493 -0.08393 -0.03616 -0.75 -0.59 1.04
C 0.15258 -1.03462 -1.24152 0.98 1.40 1.40
H 4.23408 0.95557 1.67242 -0.20 -1.17 -0.11
H 0.16290 1.62927 -1.49277 -1.12 -0.17 0.00
H -3.12260 -1.77993 0.04441 1.22 0.87 -0.98
H -0.23626 -1.12406 -2.23224 -0.07 -0.25 -0.94
H 2.07261 -1.56773 -1.65604 0.74 -0.03 -0.78
H 3.84986 0.85805 -0.55353 0.35 0.56 -0.39
H -1.92991 3.06506 -0.98703 0.23 0.31 -0.25
H -0.89513 1.48696 1.45395 0.03 0.77 -0.18
H -1.43123 3.18888 1.51650 -0.17 -0.24 -0.28
H 1.85864 0.34706 0.73648 0.42 -1.06 -1.17
H 5.42072 -0.05831 1.29965 -1.65 -0.25 -0.04
H 1.86117 0.22793 -1.89738 -0.13 -0.80 0.20
H 4.35212 -0.82673 -0.60281 0.29 -0.28 -0.27
H 2.25781 -1.38091 0.73459 0.11 0.64 -0.77
H -1.34043 0.94506 -2.23312 -0.27 0.16 -0.68
H -0.03951 -1.96175 -0.70761 0.29 -0.10 0.00
H 0.09494 2.79107 0.78266 -0.25 -0.16 -0.44
H -2.69376 1.72582 -0.20554 0.82 0.09 -0.27

***

| no. | total energy (hartree) |
| --- | --- |
| 1 | -462.0781 |
| 2 | -655.9864 |
| 3 | -495.7937 |
| 4 | -646.8393 |